(1)
Entry from the Open Molecules 2025 dataset: a single C3H5NO2 molecule (ωB97M-V/def2-TZVPD).

## Properties
**Lowest unoccupied orbital energy**: 0.583 eV
**Kohn-Sham gap**: 11.43 eV
**Calculated total energy**: -322.46912 hartree

Structure (XYZ):
```
11
Properties=species:S:1:pos:R:3:forces:R:3
O -0.8471 1.3396 -0.6003 1.035 -0.180 0.121
O 1.7685 -0.1633 0.9043 0.116 0.197 -0.121
H 1.0708 -0.2179 -1.0740 0.188 -0.009 -0.018
N -2.6309 -0.5553 -0.9982 0.361 -1.219 0.769
H 2.6528 -0.3552 0.5645 -0.256 0.063 0.114
H -0.6064 0.2147 1.3566 -0.105 0.650 -0.649
H -0.7217 2.2877 -0.4406 0.687 -0.682 1.253
C -0.5356 0.1500 0.2505 -0.174 0.496 -0.460
C -1.7043 -0.5481 -0.3071 -1.016 -0.001 -0.723
H 0.7374 -1.6557 -0.0898 -0.422 0.485 0.120
C 0.8144 -0.5507 -0.0654 -0.414 0.201 -0.407
```
Positions in Å, forces in eV/Å.

---

(2)
Entry from the Open Molecules 2025 dataset: a single C7H10 molecule (ωB97M-V/def2-TZVPD).

## Properties
**Lowest unoccupied orbital energy**: 1.170 eV
**Kohn-Sham gap**: 10.66 eV
**Calculated total energy**: -272.61996 hartree

Structure (XYZ):
```
17
Properties=species:S:1:pos:R:3:forces:R:3
C -1.1657 0.3675 -0.6454 -0.121 -0.164 0.008
H 1.1553 -0.3258 -2.4417 0.017 -0.015 0.125
H -1.7824 1.7607 1.1543 0.098 1.190 -0.589
H 1.4144 -1.8932 0.2558 -0.038 0.069 -0.161
H -1.9504 -0.3886 -0.7222 0.124 -0.160 -0.140
C 0.2811 -0.0980 -0.4046 0.038 0.004 -0.019
H -1.2221 1.0304 -1.5187 -0.059 0.050 0.356
H -0.6323 0.6604 2.7799 -0.096 -0.195 -0.123
H 0.1876 -2.2103 -1.0672 0.100 0.102 0.088
C -0.6032 0.1647 1.8110 -0.020 -0.174 0.153
C 0.3760 0.7342 0.8589 0.392 0.054 0.100
H 2.3682 0.0080 -1.1128 -0.154 -0.015 -0.075
C -1.0997 1.0705 0.7068 -0.343 -0.458 0.356
H 1.2309 1.3330 1.1528 -0.111 0.027 -0.031
C 1.3779 -0.3530 -1.3790 0.074 0.143 -0.147
H -0.8486 -0.8850 1.8148 0.168 -0.301 0.001
C 0.8169 -1.4861 -0.5563 -0.069 -0.160 0.098
```
Positions in Å, forces in eV/Å.

---

(3)
Entry from the Open Molecules 2025 dataset: a molecular structure, C24H53ClGaN4O8 (ωB97M-V/def2-TZVPD).

## Properties
**Lowest unoccupied orbital energy**: 1.742 eV
**Kohn-Sham gap**: 6.48 eV
**Net charge**: -1
**Calculated total energy**: -4152.16359 hartree

Structure (XYZ):
```
91
Properties=species:S:1:pos:R:3:forces:R:3
H 1.5537 -4.3586 6.3560 0.183 -0.069 -0.072
C -4.2407 -2.4953 7.0261 -0.172 -0.201 0.514
H 2.2153 2.3532 3.2494 -0.173 0.348 0.262
H -0.0297 4.2238 5.7168 0.205 0.107 0.037
C 1.1552 2.5552 5.0915 -0.148 -1.334 -0.154
H 1.2305 -2.9763 5.2861 0.074 -0.213 -0.010
H 2.8212 3.6461 4.3084 -0.137 0.144 -0.105
H 0.8225 -2.3364 -2.7890 -0.542 1.627 -1.601
C 1.9197 3.1506 3.9394 -0.214 -0.605 -0.110
C 1.5827 -4.0127 5.3197 -0.288 0.446 -0.091
C -1.4054 -1.8975 2.3176 -0.255 -0.068 -0.411
C -6.8861 -0.3273 -3.4506 0.098 -0.006 0.532
H -2.2927 -2.2688 1.7939 0.170 0.107 0.065
O 1.4446 -0.3767 -6.5911 -1.888 -1.325 -0.395
H 1.2883 2.7206 -4.5487 -1.951 -1.867 0.509
H 7.0758 2.4983 3.6073 -0.003 -0.107 0.194
H 1.9777 3.5782 -9.6566 -0.856 0.604 1.020
Cl -1.9655 -0.0105 -6.3639 0.275 -0.034 0.006
C -5.6111 -0.0023 -4.1818 1.756 0.376 0.747
H 2.8663 2.1720 -6.4788 -0.348 0.625 -0.997
H -1.4749 -3.8896 5.4188 -0.560 0.409 0.097
C 0.4950 -0.1847 2.0428 -0.011 0.371 -0.391
O -2.7070 -4.2416 7.5733 -0.432 0.992 -0.867
H 0.9273 -1.1761 -6.9395 1.223 1.708 0.769
H -0.2750 -1.9388 -4.2686 1.701 1.349 1.121
H -4.6718 0.2830 -6.0777 -0.174 -0.087 0.132
C 0.5592 -1.4726 -3.5695 0.861 -1.457 0.795
H -5.9594 -0.9427 -6.0722 -0.175 0.113 -0.038
H 0.1249 2.9280 6.9238 0.112 0.109 -0.162
H 0.2777 -6.8349 3.7356 0.158 0.141 0.142
O -4.5659 0.2231 -3.5738 -1.664 -0.305 -0.746
H 0.7283 4.6704 -9.1336 1.087 -0.930 0.324
H -0.7387 2.9697 -7.8202 1.785 -0.897 0.052
H 1.5043 4.0082 6.6231 -0.102 0.161 -0.137
C 0.6589 3.4973 6.1556 -0.272 -0.369 0.368
H 2.6051 -4.0473 4.9352 -0.006 -0.119 0.177
H -1.8362 0.9056 -2.7029 1.053 -2.034 -0.155
H -4.9942 -2.6430 6.2483 0.105 0.212 -0.046
N 2.8457 2.7705 -7.3336 -0.536 1.297 0.478
O -0.2717 -4.3925 3.8641 1.577 -0.914 0.578
C 5.1571 1.6738 3.1404 -1.372 0.572 -0.965
C 5.4787 0.2056 3.0566 -0.391 -0.139 -0.288
H -7.6467 0.4237 -3.6783 -0.074 -0.181 -0.114
H 5.4242 -0.2440 4.0514 0.215 0.009 -0.034
H -0.5728 2.6308 -4.2650 1.791 -1.655 -0.022
H 6.0244 2.1869 5.0281 0.205 -0.071 -0.070
O 4.1989 2.1531 2.5363 1.684 -0.689 0.753
O -1.2138 -0.4847 0.4023 0.563 -0.422 1.815
H 0.2701 0.3036 2.9943 0.168 -0.227 0.097
H 0.8583 0.5710 1.3383 -0.075 -0.207 0.064
H 1.2873 3.8617 3.4019 0.137 0.145 0.114
C -3.0536 -3.3830 6.7638 0.510 -0.980 0.794
H 2.0049 -6.4783 3.9583 0.016 -0.041 0.215
C -0.7500 -0.8250 1.4894 -0.614 0.509 -1.556
H 6.4755 0.0673 2.6305 0.015 -0.047 0.208
H -0.7120 -2.7295 2.4642 -0.133 0.211 0.230
H -6.3703 0.8034 -6.0131 -0.147 -0.181 -0.035
H -1.7185 -0.6198 -1.5963 0.607 1.108 -2.483
C -1.4124 -0.1843 -2.6646 -1.554 -1.086 1.132
H 0.3892 1.8204 -8.8107 -0.237 1.065 2.196
O 1.7578 1.4473 -2.3233 -5.462 -2.836 -4.801
N 1.1602 4.4813 -6.5147 -0.246 -1.272 -0.152
C 1.4894 3.4081 -7.5718 -0.829 0.457 -0.822
H 0.2106 4.3109 -6.1020 1.489 0.033 -0.407
H 1.2731 -0.9403 2.1771 -0.055 0.043 0.214
C 0.2519 2.3489 -7.7567 0.428 0.403 -0.542
H 4.7483 -0.2893 2.4077 0.156 0.157 0.131
H 3.5533 3.5485 -7.1852 -1.294 -1.181 -0.291
H -4.6812 -2.7552 7.9945 0.101 0.044 -0.200
H -1.9893 -0.8740 -3.4445 1.401 1.768 1.256
O 0.9443 1.3455 5.1607 0.197 1.378 0.082
H -3.9236 -1.4498 7.0553 -0.110 -0.032 -0.211
C -2.3069 -3.1795 5.4726 0.200 -0.453 0.518
C 0.7609 1.0054 -3.1400 3.788 2.639 3.473
Ga 0.1148 0.9371 -6.2103 0.698 0.761 -0.759
H 1.5675 -1.2453 -4.1330 -2.276 -0.331 0.880
H -1.7149 -1.4855 3.2814 0.228 -0.124 -0.001
H -2.9742 -3.3577 4.6255 0.091 0.209 -0.025
H -6.6977 -0.3195 -2.3718 -0.008 0.002 -0.236
C 0.6865 -4.8718 4.4682 -1.036 0.512 -0.854
C 0.3852 1.9494 -4.4272 0.530 0.415 1.470
H 5.7011 3.5693 3.9583 0.070 -0.227 -0.024
C -5.6642 0.0361 -5.6858 0.501 0.155 -0.082
H -1.9037 -2.1645 5.4327 -0.164 -0.011 -0.133
H -7.2357 -1.3223 -3.7376 -0.147 0.138 -0.099
N 0.0939 -0.2931 -2.7445 -0.097 1.673 -2.144
C 1.0080 -6.3400 4.3845 -0.397 -0.128 -0.299
H 0.9535 -6.7896 5.3792 0.212 0.018 -0.043
C 6.0533 2.5329 3.9918 -0.216 0.447 -0.061
N 1.6250 4.1952 -8.8904 0.465 -0.475 0.594
H 1.8802 4.4814 -5.7594 -1.048 -0.181 -0.913
```
Positions in Å, forces in eV/Å.

---

(4)
Entry from the Open Molecules 2025 dataset: 4 unconnected molecules or ions with the total composition C32H56F5INO10S3 (ωB97M-V/def2-TZVPD).

## Properties
**Lowest unoccupied orbital energy**: -4.499 eV
**Kohn-Sham gap**: 5.71 eV
**Net charge**: +1
**Calculated total energy**: -4050.94132 hartree

Structure (XYZ):
```
108
Properties=species:S:1:pos:R:3:forces:R:3
H -8.0802 -5.7443 -0.8158 0.123 0.013 -0.087
C 2.6447 2.0087 -0.8402 2.133 1.524 1.419
C -3.1787 2.3170 0.9514 0.879 1.066 -0.217
H 7.2959 8.4223 -0.7033 -0.113 -0.099 -0.006
H -3.6584 -5.7474 -2.0062 -0.148 0.007 -0.018
C 0.7012 0.6285 -0.9349 0.627 -2.232 1.768
C 0.0834 -1.3782 0.7642 -0.421 3.130 -2.827
C -5.6573 3.0860 0.9953 1.167 1.331 -1.113
C 0.5197 -2.7021 1.5854 -0.711 2.276 3.037
H -4.1750 -0.6260 4.5460 0.394 0.801 -1.644
C -2.4267 -1.5156 1.7293 0.741 0.630 0.584
H 5.1049 -6.1001 1.9301 0.018 -0.097 -0.034
H 0.3761 3.4777 -0.3424 -0.682 0.351 -1.781
F 0.3608 -5.4992 2.3668 -0.341 1.575 -3.138
H 4.6952 1.2111 -0.4992 -0.523 0.816 -1.539
H -0.6953 0.8948 -3.5686 -0.389 1.870 0.136
S 5.4636 6.8920 -0.6918 -0.143 0.278 -0.136
H -1.9428 4.8326 -2.0756 1.355 0.486 1.265
C 2.6157 -1.2488 -0.1354 -1.032 0.004 -1.365
O -1.3422 0.3082 3.1362 -1.342 -0.144 0.040
H -3.7989 1.0194 3.8380 -0.081 -1.800 -0.662
C 1.1361 -0.6361 -0.1104 -2.881 0.646 0.936
H -4.2815 -5.6589 -0.3400 -0.116 0.015 -0.046
C -4.4623 -6.0603 -1.3389 0.037 0.035 0.051
H 3.3514 -6.3929 1.7194 0.012 -0.078 -0.020
F 0.7910 -6.0041 0.1963 -1.202 2.836 2.054
C -7.6711 2.3717 0.0761 -0.257 0.214 0.114
H 0.3501 2.4039 -3.6569 -1.733 -0.590 0.524
H -7.0022 -7.1492 -0.6321 0.013 0.053 -0.061
H 5.9873 8.9924 0.3621 -0.042 -0.078 -0.065
H -6.7050 -5.6586 0.3131 0.041 0.030 -0.084
H 3.8195 -7.0805 -0.7327 0.007 -0.045 0.044
O 0.4950 -2.6532 2.8266 0.160 -0.911 -5.012
F -1.6567 -6.1308 -0.0634 0.738 3.157 1.890
H -1.4536 2.5948 -4.0340 0.895 -0.969 1.007
C 2.6477 -2.3429 -1.3476 3.660 -3.426 0.345
H -3.5475 1.3707 -1.0329 0.599 -0.742 1.645
H -4.4994 -7.1506 -1.3043 -0.026 0.055 -0.030
C -1.3486 -4.9403 0.6752 -2.283 -2.309 -0.804
C 4.7790 -7.5307 -0.4711 0.050 0.095 -0.067
O -5.9863 -3.9335 -1.8535 0.100 -0.363 0.153
H -2.0820 2.6563 -1.7484 1.444 -1.132 0.579
O 4.6596 7.5835 -1.7438 0.196 -0.227 0.407
H 3.6109 5.9963 0.5183 0.129 0.025 -0.093
H -3.7843 4.4598 0.9705 -0.914 -1.499 -0.825
H 4.3210 1.4488 -2.3405 -0.201 0.698 1.277
C 4.4075 6.7008 0.7606 -0.088 0.028 0.090
C 6.5626 8.1205 0.0455 0.015 0.094 0.040
H 7.0790 7.6804 0.9006 -0.032 -0.034 -0.061
C 6.0492 3.2859 -1.9473 0.598 -0.040 0.001
H 0.5923 3.9759 -2.1830 -0.829 -0.821 1.331
C -3.8405 -0.1051 3.5719 0.252 -0.468 0.578
C 4.2947 -6.8189 2.0670 0.036 0.155 0.056
I 1.2182 -2.2644 -3.0244 0.485 0.183 0.821
H -4.0884 3.5908 -0.6512 -0.554 -0.082 1.609
O 1.7523 1.2345 -1.6919 -2.576 -0.531 2.031
H 5.7819 3.0795 -3.0497 0.482 0.206 1.588
O 0.9476 -3.8065 0.7793 -1.993 -0.257 1.674
H -7.8023 2.1883 1.2000 -0.065 0.107 -1.616
N -0.6691 1.1413 -0.9294 0.976 -2.657 1.807
F -2.1295 -5.0415 1.8647 1.830 1.036 -3.177
H 7.0772 2.2968 -0.2117 0.381 0.076 -1.847
O 6.0188 -8.7812 1.5312 -0.482 0.298 -0.155
H 5.5583 -6.7667 -0.4468 -0.012 -0.065 0.073
H -8.6469 2.8003 -0.3315 1.481 -0.640 0.373
O 4.8144 3.2124 -1.1522 -0.033 -1.287 -1.262
H 3.4364 -0.4917 -0.3684 -1.280 -0.952 0.206
H -0.6761 5.9000 -1.1129 -0.766 -1.434 -0.292
H -2.1110 -2.5894 2.0060 -0.280 1.829 -0.858
C 0.2158 -4.9992 1.0468 1.756 -2.497 -0.055
H 6.4380 4.3854 -1.8832 -0.817 -2.142 0.110
H 5.0370 -8.2881 -1.2122 -0.026 -0.016 0.152
H 4.2092 -7.0719 3.1245 0.025 -0.090 -0.118
C -2.4055 -0.7017 3.1557 -0.209 -0.088 0.708
C -3.2006 1.0095 0.0123 0.910 1.088 -0.997
C -0.1387 3.6607 -1.3620 -1.182 0.574 0.634
H -3.3386 2.1039 2.0612 0.104 0.051 -1.615
C -4.1836 3.4869 0.4863 0.707 -0.710 0.794
H 2.9153 -1.7866 0.8286 -0.666 0.710 -1.354
H 2.4217 3.1377 -0.8234 0.016 -1.798 -0.431
O -6.5882 3.3529 -0.1015 -0.236 -1.886 1.811
H 3.9705 7.6636 1.0322 0.064 -0.006 -0.093
C 4.2084 1.8983 -1.2961 -0.575 -0.323 1.251
H -7.3707 1.3984 -0.4514 -0.611 1.289 0.746
H -5.6241 1.9765 1.2840 -0.323 1.533 -0.343
H -2.0886 -1.4423 3.9839 -0.420 1.122 -1.510
C -0.9911 2.3305 -1.7933 0.621 1.949 -1.943
C -1.6793 0.4876 -0.0922 0.871 -2.849 1.232
O 3.4854 -3.2769 -1.3953 -3.725 4.434 0.559
H -2.1079 2.7575 0.8666 -1.621 -0.733 0.230
H -3.9391 0.2002 0.3238 1.393 0.993 -0.290
C -1.1954 4.8883 -1.1930 -0.402 -0.982 0.202
H -5.9257 3.7687 1.8765 0.242 -1.282 -0.977
S 4.6495 -8.3302 1.1433 0.344 -0.133 0.054
H 2.5923 1.6763 0.2691 -0.193 0.276 -1.888
C -1.3542 -0.7806 0.7883 2.400 0.155 -1.771
S -6.0234 -5.4228 -1.9841 -0.030 0.171 0.047
C -0.7073 2.0352 -3.3777 0.926 -0.494 0.443
F -1.7211 -3.8681 -0.1582 0.990 -2.336 2.542
H 4.9976 6.3083 1.5908 0.011 -0.004 -0.073
H -4.5948 -0.3480 2.7505 0.838 0.658 1.216
H -1.7391 1.2050 3.1132 0.232 -0.907 0.047
C 7.1271 2.2304 -1.3648 -0.725 0.456 0.053
H 8.1538 2.5104 -1.7751 -1.334 -0.587 0.731
H -3.4711 -1.5956 1.2786 1.507 0.295 0.497
H 6.8598 1.1411 -1.6250 0.508 1.738 0.138
H -1.8431 4.7236 -0.2487 1.172 0.329 -1.449
C -7.0505 -6.0589 -0.6420 -0.020 0.023 0.096
```
Positions in Å, forces in eV/Å.

---

(5)
Entry from the Open Molecules 2025 dataset: 2 unconnected molecules or ions with the total composition C19H16Br2N2O2 (ωB97M-V/def2-TZVPD).

## Properties
**Lowest unoccupied orbital energy**: -1.040 eV
**Kohn-Sham gap**: 6.54 eV
**Calculated total energy**: -6141.59459 hartree

Structure (XYZ):
```
41
Properties=species:S:1:pos:R:3:forces:R:3
C -0.2485 0.4867 0.7580 -0.963 -0.639 1.825
C 1.0546 0.9648 0.4615 1.911 0.489 -0.145
H -1.1721 -2.1183 -1.4245 -0.306 0.116 -0.008
C -1.8682 -1.5220 -2.0183 -0.737 0.300 -0.364
C 3.2827 1.7200 1.1866 0.629 -0.065 -0.780
C 2.8517 1.1825 -1.1702 0.993 0.441 0.456
H -4.7098 -2.8449 -4.5226 0.119 0.254 0.086
H -2.3179 1.6657 -2.6164 -0.193 -0.238 0.108
H -2.7572 0.3162 1.7707 0.140 -0.234 0.002
H 6.1677 1.2994 1.2507 -0.092 0.181 -0.234
C 0.3450 -0.7082 2.8569 0.327 -0.410 1.265
N -4.5502 -1.8501 -4.4864 -0.573 -0.270 -0.580
H 0.8206 0.7311 -1.6747 0.141 -0.102 0.121
C -3.6129 -1.3105 -3.6727 0.444 0.292 0.621
C -2.0092 -0.2103 2.3624 -0.745 -0.735 0.465
O 5.0620 1.6758 -0.5103 -0.042 0.223 0.375
C -0.6222 -0.0969 1.9769 0.364 0.427 -0.878
C -2.4061 -0.9206 3.4585 0.866 0.289 -0.453
H -2.8234 -3.2253 -2.9407 -0.020 0.306 -0.083
H -5.1898 -1.2706 -5.0105 0.258 -0.119 0.214
C 6.0698 2.0538 0.4561 -0.510 -0.157 -0.342
C 3.7636 1.5417 -0.1383 -0.515 -0.169 0.417
C -0.0058 -1.4363 3.9579 -0.438 0.672 -0.918
H 1.6184 1.5065 2.4960 0.002 0.095 -0.279
C -2.5093 0.5927 -2.6815 -0.430 -0.813 -0.026
C 1.9640 1.4110 1.4679 -0.575 -0.280 -0.464
O -1.7666 -2.3025 5.3221 0.360 0.958 -1.276
H 3.2562 1.0888 -2.1776 -0.203 0.070 0.206
N -1.7943 -0.1905 -1.8560 0.457 0.030 -0.735
H -4.0476 0.7800 -4.1872 0.176 -0.273 0.098
C -3.4505 0.0952 -3.5827 0.468 -0.264 0.358
Br 1.2767 -2.3096 5.0325 -0.078 0.142 -0.156
H 1.4047 -0.5941 2.6464 -0.251 -0.279 -0.152
C -2.7699 -2.1374 -2.8875 0.212 0.653 0.105
H 5.8568 3.0398 0.8949 0.009 -0.272 -0.146
C -1.4273 -1.6182 4.3536 -0.361 -0.705 0.785
C 1.5284 0.9666 -0.8820 -0.464 -0.239 0.598
H -0.9770 0.4994 -0.0470 -0.142 0.338 0.123
Br -4.2238 -1.1156 3.9306 0.196 0.138 -0.093
H 6.9861 2.0967 -0.1362 -0.122 0.030 0.254
H 3.9506 2.0675 1.9828 -0.312 -0.185 -0.370
```
Positions in Å, forces in eV/Å.